No. 1
Entry from OMol25: the molecule C4H5NO (ωB97M-V/def2-TZVPD).

Structure (ORCA input):
```
! wB97M-V def2-TZVPD RIJCOSX def2/J DEFGRID3
* xyz 0 1
O -1.116 0.407 2.012
C -0.554 0.330 0.769
C -0.380 1.274 -0.198
C 0.441 0.472 -1.188
C 0.475 -0.932 -0.770
N -0.087 -0.945 0.421
H -1.342 1.344 2.099
H 1.335 0.921 -0.692
H 0.501 0.710 -2.250
H 0.868 -1.828 -1.235
H -0.141 -1.753 1.032
*
```

Properties
Maximum force = 0.5 eV/A
HOMO energy (alpha / beta) = -7.82 / -7.82 eV
Frontier orbital gap (alpha / beta) = 8.28 / 8.28 eV
Lowest unoccupied orbital energy (alpha / beta) = 0.46 / 0.46 eV
Calculated total energy = -7762.9067 eV
Energy above the lowest of the compared OMol25 structures with the same formula, charge and spin = 3.620 eV

No. 2
Entry from OMol25: a structure of composition FH3P2 in a non-equilibrium geometry (ωB97M-V/def2-TZVPD).

Structure (ORCA input):
```
! wB97M-V def2-TZVPD RIJCOSX def2/J DEFGRID3
* xyz 0 1
F 0.158 2.162 -1.289
P -0.749 -0.601 0.766
P 0.755 0.283 -0.577
H -0.127 -1.904 0.910
H -1.457 -1.126 -0.291
H 1.421 1.186 0.482
*
```

Properties
Maximum force = 4.7 eV/A
HOMO energy = -9.74 eV
Frontier orbital gap = 8.33 eV
Lowest unoccupied orbital energy = -1.41 eV
Calculated total energy = -21341.4480 eV
Energy above the lowest of the compared OMol25 structures with the same formula, charge and spin = 1.672 eV

No. 3
Entry from OMol25: a structure of composition C6H8N2 in a non-equilibrium geometry (ωB97M-V/def2-TZVPD).

Structure (ORCA input):
```
! wB97M-V def2-TZVPD RIJCOSX def2/J DEFGRID3
* xyz 0 1
C -0.662 0.147 -1.770
C 1.139 -0.011 -1.062
C 0.416 0.507 -0.002
C -0.487 -0.644 -0.079
C -1.005 -0.784 1.264
C 0.746 -0.437 1.706
H -0.787 1.320 -2.142
H -1.041 -0.503 -2.595
H 1.639 1.003 -1.389
H 0.285 1.634 0.235
H -0.384 -1.714 -0.614
H -1.244 0.080 1.785
H 1.306 -1.225 2.268
H 0.271 0.659 2.300
N 1.513 0.144 0.615
N -1.705 -0.175 -0.520
*
```

Properties
Maximum force = 7.4 eV/A
HOMO energy = -8.26 eV
Frontier orbital gap = 6.05 eV
Lowest unoccupied orbital energy = -2.21 eV
Calculated total energy = -9310.7737 eV
Energy above the lowest of the compared OMol25 structures with the same formula, charge and spin = 20.934 eV

No. 4
Entry from OMol25: a cluster of 2 separate species, C5H16N2S in total (ωB97M-V/def2-TZVPD).

Structure (ORCA input):
```
! wB97M-V def2-TZVPD RIJCOSX def2/J DEFGRID3
* xyz -1 2
C 1.045 -1.657 -2.010
C 1.503 -0.332 -2.596
C 1.660 0.783 -1.566
S 0.117 1.487 -0.921
H 1.774 -2.042 -1.292
H 0.915 -2.410 -2.787
H 0.105 -1.566 -1.474
H 2.473 -0.482 -3.085
H 0.797 -0.009 -3.365
H 2.204 1.622 -2.002
H 2.285 0.427 -0.739
C -1.191 0.115 2.530
N -0.235 -0.194 3.605
C -1.043 -0.907 1.417
N -1.824 -0.513 0.234
H -1.051 1.111 2.098
H -2.202 0.079 2.939
H 0.698 -0.049 3.241
H -0.336 0.506 4.333
H -1.331 -1.896 1.775
H 0.010 -0.928 1.117
H -2.158 -1.331 -0.292
H -2.648 0.045 0.490
H -0.797 0.350 -0.553
*
```

Properties
Maximum force = 0.7 eV/A
HOMO energy (alpha / beta) = 1.03 / -4.85 eV
Frontier orbital gap (alpha / beta) = 2.42 / 8.31 eV
Lowest unoccupied orbital energy (alpha / beta) = 3.45 / 3.47 eV
Calculated total energy = -19258.3914 eV
Expectation value of S² = 0.7504
Energy above the lowest of the compared OMol25 structures with the same formula, charge and spin = 0.000 eV

No. 5
Entry from OMol25: the molecule C2H2OS in a non-equilibrium geometry (ωB97M-V/def2-TZVPD).

Structure (ORCA input):
```
! wB97M-V def2-TZVPD RIJCOSX def2/J DEFGRID3
* xyz 0 1
O -1.888 0.083 0.063
C -0.743 0.430 0.081
C 0.547 -0.474 0.106
S 2.039 0.068 0.015
H -0.369 1.534 -0.078
H 0.413 -1.641 -0.186
*
```

Properties
Maximum force = 3.7 eV/A
HOMO energy = -9.45 eV
Frontier orbital gap = 7.93 eV
Lowest unoccupied orbital energy = -1.52 eV
Calculated total energy = -14987.1700 eV
Structure (SMILES) = O=CC=S
Energy above the lowest of the compared OMol25 structures with the same formula, charge and spin = 0.541 eV

No. 6
Entry from OMol25: a structure of composition C32H24GdN8O2 in a non-equilibrium geometry (ωB97M-V/def2-TZVPD).

Structure (ORCA input):
```
! wB97M-V def2-TZVPD RIJCOSX def2/J DEFGRID3
* xyz -1 8
Gd -0.063 0.482 0.068
O 1.951 -2.965 -3.304
C 1.629 -1.880 -4.031
C 1.559 -1.985 -5.418
C 1.206 -0.897 -6.193
C 0.882 0.313 -5.599
C 0.968 0.435 -4.228
C 1.370 -0.636 -3.432
C 1.453 -0.402 -1.980
O 1.297 0.786 -1.530
N 1.717 -1.449 -1.208
N 1.492 -1.248 0.133
C 2.073 -2.075 0.973
C 1.867 -2.042 2.367
C 2.821 -2.653 3.211
C 2.854 -2.424 4.557
C 1.890 -1.553 5.102
C 0.897 -1.073 4.292
N 0.805 -1.339 2.970
H 1.930 -2.676 -2.353
H 1.770 -2.939 -5.875
H 1.159 -0.993 -7.269
H 0.559 1.152 -6.201
H 0.721 1.361 -3.728
H 2.804 -2.790 0.590
H 3.557 -3.287 2.742
H 3.600 -2.882 5.185
H 1.898 -1.303 6.151
H 0.096 -0.470 4.698
C 3.238 2.917 2.354
C 3.030 4.168 1.744
C 1.880 4.385 1.055
C 0.898 3.349 0.948
N 1.163 2.092 1.464
C 2.297 1.937 2.162
N -0.263 3.639 0.432
C -1.297 2.775 0.285
N -1.428 1.981 -0.823
C -2.616 1.314 -0.723
N -3.099 0.445 -1.635
C -2.530 -0.693 -1.944
C -3.096 -1.486 -2.993
C -2.724 -2.786 -3.142
C -1.758 -3.322 -2.276
C -1.180 -2.486 -1.353
N -1.507 -1.199 -1.166
C -3.289 1.696 0.473
C -4.453 1.234 1.077
C -4.757 1.698 2.334
C -3.931 2.629 2.990
C -2.774 3.101 2.411
C -2.432 2.627 1.142
H 4.123 2.728 2.941
H 3.783 4.945 1.822
H 1.661 5.319 0.561
H 2.432 0.955 2.610
H -3.836 -1.023 -3.629
H -3.165 -3.409 -3.912
H -1.456 -4.354 -2.359
H -0.404 -2.868 -0.699
H -5.072 0.513 0.563
H -5.644 1.336 2.835
H -4.220 2.964 3.979
H -2.130 3.802 2.929
C -0.355 -0.973 2.232
H -0.711 -1.858 1.677
H -1.136 -0.663 2.941
*
```

Properties
Maximum force = 3.7 eV/A
HOMO energy (alpha / beta) = -1.61 / -4.93 eV
Frontier orbital gap (alpha / beta) = 4.28 / 5.49 eV
Lowest unoccupied orbital energy (alpha / beta) = 2.66 / 0.56 eV
Calculated total energy = -70419.1500 eV
Expectation value of S² = 16.1172

No. 7
Entry from OMol25: a cluster of 2 separate species, C24H26N7O5 in total in a non-equilibrium geometry (ωB97M-V/def2-TZVPD).

Structure (ORCA input):
```
! wB97M-V def2-TZVPD RIJCOSX def2/J DEFGRID3
* xyz 1 1
O 5.084 4.071 -1.414
O -2.650 -0.437 5.447
O -1.467 -3.476 2.745
N 1.640 -1.168 -2.864
N 3.279 -0.528 -0.665
O 6.584 3.246 0.062
O 0.124 4.897 -0.426
C 5.485 3.152 -0.721
C -3.014 -1.360 4.741
C -2.639 -3.454 2.396
C 0.805 -1.100 -3.872
C 0.424 0.265 -4.100
C -0.992 -1.639 -0.432
C 1.104 1.017 -3.194
C -1.644 -1.212 0.693
C 0.506 -0.733 0.928
C 4.334 -0.346 0.145
C 2.950 0.431 -1.561
C 0.807 4.680 -4.025
C 0.522 5.220 -2.767
C 5.069 0.834 0.148
C 3.661 1.642 -1.596
C 0.988 3.300 -4.164
C 0.622 3.012 -1.793
C 0.422 4.384 -1.653
C 4.733 1.878 -0.721
C 0.908 2.458 -3.047
N 0.345 -1.330 -0.268
N 1.908 0.126 -2.472
N -3.240 -4.585 2.017
N -3.052 -1.171 3.421
N -0.694 -0.653 1.535
C -3.422 -2.681 5.361
C -4.619 -4.759 1.555
C -3.119 -1.408 0.994
C -3.400 -2.109 2.339
H 6.930 4.139 -0.094
H 0.077 5.867 -0.476
H 0.422 -1.954 -4.423
H -0.299 0.618 -4.828
H -1.435 -2.140 -1.285
H 1.459 -0.427 1.350
H 4.612 -1.140 0.832
H 0.884 5.330 -4.892
H 0.377 6.291 -2.667
H 5.904 0.932 0.837
H 3.410 2.401 -2.330
H 1.203 2.888 -5.145
H 0.536 2.384 -0.915
H 1.092 -1.492 -0.957
H -2.663 -5.410 2.090
H -2.905 -0.208 3.167
H -0.848 -0.380 2.500
H -3.545 -2.534 6.434
H -4.365 -3.021 4.941
H -2.639 -3.418 5.198
H -4.840 -4.082 0.728
H -5.319 -4.576 2.373
H -4.762 -5.785 1.206
H -3.614 -0.435 0.979
H -3.560 -2.004 0.193
H -4.468 -2.312 2.411
*
```

Properties
Maximum force = 2.7 eV/A
HOMO energy = -11.09 eV
Frontier orbital gap = 8.32 eV
Lowest unoccupied orbital energy = -2.77 eV
Calculated total energy = -45973.7092 eV
Energy above the lowest of the compared OMol25 structures with the same formula, charge and spin = 0.000 eV

No. 8
Entry from OMol25: a cluster of 2 separate species, CHFN2O in total in a non-equilibrium geometry (ωB97M-V/def2-TZVPD).

Structure (ORCA input):
```
! wB97M-V def2-TZVPD RIJCOSX def2/J DEFGRID3
* xyz 0 1
C -0.149 -0.335 -0.271
N -1.337 -0.543 -0.154
N -1.630 -2.747 -1.565
O -2.138 -2.497 -2.504
F 0.681 -1.010 -1.104
H 0.609 0.434 0.228
*
```

Properties
Maximum force = 4.4 eV/A
HOMO energy (alpha / beta) = -10.77 / -8.31 eV
Frontier orbital gap (alpha / beta) = 11.05 / 6.74 eV
Lowest unoccupied orbital energy (alpha / beta) = 0.28 / -1.57 eV
Calculated total energy = -8793.4475 eV
Energy above the lowest of the compared OMol25 structures with the same formula, charge and spin = 3.063 eV

No. 9
Entry from OMol25: the ion C3H10N2S2 with charge +1 in a non-equilibrium geometry (ωB97M-V/def2-TZVPD).

Structure (ORCA input):
```
! wB97M-V def2-TZVPD RIJCOSX def2/J DEFGRID3
* xyz 1 2
S -2.875 -0.677 0.746
S -1.512 0.554 -0.388
C -0.033 -0.640 -0.343
C 1.132 0.306 0.062
C 2.341 -0.648 0.034
N 3.709 -0.031 0.185
N 1.411 1.323 -0.941
H -2.844 0.176 1.899
H 0.009 -1.564 0.262
H 0.128 -1.013 -1.364
H 0.888 0.612 0.993
H 2.223 -1.402 0.862
H 2.423 -1.158 -0.897
H 3.883 0.044 1.143
H 4.390 -0.746 -0.302
H 2.100 1.990 -0.634
H 0.505 1.866 -0.914
*
```

Properties
Maximum force = 4.6 eV/A
HOMO energy (alpha / beta) = -12.93 / -12.86 eV
Frontier orbital gap (alpha / beta) = 7.46 / 4.09 eV
Lowest unoccupied orbital energy (alpha / beta) = -5.47 / -8.77 eV
Calculated total energy = -27913.7664 eV
Expectation value of S² = 0.7545
Energy above the lowest of the compared OMol25 structures with the same formula, charge and spin = 1.756 eV

No. 10
Entry from OMol25: a structure of composition C70H70Br2INO2P2S2V in a non-equilibrium geometry (ωB97M-V/def2-TZVPD).

Structure (ORCA input):
```
! wB97M-V def2-TZVPD RIJCOSX def2/J DEFGRID3
* xyz 0 4
V 0.517 -1.546 0.819
C -3.236 0.374 4.517
C -3.064 -1.150 4.489
C -3.071 -1.725 5.915
P -1.687 -1.693 3.325
C -1.896 -3.573 3.434
C -1.496 -4.272 4.733
C -3.309 -3.949 2.981
C -0.085 -1.441 4.189
C 0.122 -0.703 5.350
C 1.400 -0.499 5.843
C 2.501 -1.015 5.172
C 2.318 -1.729 4.003
C 1.033 -1.928 3.499
N 0.826 -2.653 2.292
C 1.113 -4.008 2.296
C 1.569 -4.712 3.425
C 1.781 -6.074 3.374
C 1.529 -6.788 2.209
C 1.082 -6.112 1.089
C 0.878 -4.736 1.111
P 0.402 -3.690 -0.299
C -1.452 -3.934 -0.413
C -1.905 -5.376 -0.603
C -2.056 -2.986 -1.459
C 1.073 -4.743 -1.697
C 0.636 -4.261 -3.090
C 2.590 -4.927 -1.588
H -4.146 0.629 5.065
H -3.325 0.767 3.507
H -2.392 0.867 4.993
H -3.946 -1.538 3.967
H -2.073 -1.870 6.322
H -3.595 -2.679 5.955
H -3.604 -1.039 6.577
H -1.208 -3.936 2.670
H -2.242 -4.150 5.513
H -0.546 -3.884 5.103
H -1.370 -5.343 4.551
H -4.032 -3.831 3.790
H -3.342 -4.990 2.651
H -3.636 -3.319 2.148
H -0.716 -0.272 5.876
H 1.537 0.063 6.759
H 3.500 -0.859 5.558
H 3.165 -2.132 3.461
H 1.761 -4.180 4.344
H 2.147 -6.588 4.254
H 1.688 -7.857 2.178
H 0.908 -6.686 0.188
H -1.791 -3.593 0.574
H -1.628 -5.752 -1.589
H -2.991 -5.435 -0.516
H -1.469 -6.023 0.158
H -1.938 -3.386 -2.466
H -1.579 -2.002 -1.421
H -3.124 -2.855 -1.276
H 0.617 -5.717 -1.517
H -0.248 -4.801 -3.432
H 1.433 -4.430 -3.816
H 0.405 -3.198 -3.095
H 2.891 -5.146 -0.563
H 3.126 -4.041 -1.920
H 2.900 -5.766 -2.215
C -0.783 3.125 -6.891
C -0.648 2.613 -5.483
C 0.381 1.752 -5.118
C 0.508 1.291 -3.817
C -0.411 1.687 -2.860
C -1.463 2.532 -3.212
C -1.573 2.991 -4.511
S -0.350 1.417 -1.076
O 0.147 -0.005 -0.841
C 1.020 2.553 -0.906
C 2.237 2.188 -1.515
C 3.034 3.100 -2.132
C 2.473 4.385 -2.420
C 2.977 5.208 -3.444
C 2.317 6.353 -3.819
C 1.126 6.713 -3.179
C 0.656 5.963 -2.127
C 1.323 4.798 -1.704
C 0.756 3.939 -0.664
C 0.115 4.473 0.504
C 0.424 5.841 0.940
C 1.624 6.497 0.590
C 1.872 7.794 0.963
C 0.923 8.511 1.703
C -0.194 7.868 2.164
C -0.425 6.508 1.862
C -1.421 5.768 2.550
C -1.463 4.417 2.394
C -0.733 3.768 1.383
S -0.889 1.988 1.476
O -1.025 1.680 2.921
C -2.601 1.841 0.799
C -3.403 2.918 0.467
C -4.671 2.705 -0.064
C -5.156 1.424 -0.284
C -6.529 1.189 -0.849
C -4.322 0.347 0.012
C -3.062 0.553 0.541
H -0.014 2.713 -7.543
H -0.711 4.213 -6.912
H -1.758 2.853 -7.300
H 1.104 1.438 -5.862
H 1.328 0.638 -3.552
H -2.182 2.825 -2.455
H -2.386 3.655 -4.783
H 2.532 1.150 -1.451
H 4.006 2.828 -2.523
H 3.873 4.888 -3.962
H 2.705 6.973 -4.618
H 0.576 7.586 -3.509
H -0.257 6.252 -1.623
H 2.381 5.962 0.039
H 2.815 8.255 0.701
H 1.100 9.550 1.951
H -0.895 8.380 2.812
H -2.055 6.265 3.273
H -2.089 3.804 3.032
H -3.047 3.929 0.610
H -5.288 3.559 -0.320
H -7.021 2.131 -1.084
H -7.148 0.643 -0.135
H -6.469 0.591 -1.760
H -4.664 -0.662 -0.189
H -2.419 -0.290 0.748
Br 6.686 0.443 2.243
C 4.964 -0.144 1.683
C 4.825 -1.402 1.118
C 3.559 -1.828 0.740
C 2.433 -1.023 0.917
C 2.618 0.233 1.494
C 3.873 0.684 1.878
H 5.687 -2.045 0.999
H 3.451 -2.824 0.319
H 1.772 0.886 1.679
H 3.994 1.655 2.339
Br 5.402 -1.730 -4.598
C 3.676 -1.636 -5.379
C 3.586 -1.730 -6.760
C 2.348 -1.660 -7.377
C 1.204 -1.488 -6.614
C 1.296 -1.397 -5.235
C 2.531 -1.474 -4.603
I 2.623 -1.295 -2.503
H 4.492 -1.845 -7.338
H 2.281 -1.727 -8.455
H 0.237 -1.409 -7.093
H 0.401 -1.251 -4.643
*
```

Properties
Maximum force = 2.3 eV/A
HOMO energy (alpha / beta) = -4.85 / -6.42 eV
Frontier orbital gap (alpha / beta) = 4.29 / 6.41 eV
Lowest unoccupied orbital energy (alpha / beta) = -0.56 / 0.00 eV
Calculated total energy = -293429.9717 eV
Expectation value of S² = 3.8126

No. 11
Entry from OMol25: a structure of composition C31H41As3NO7Pt in a non-equilibrium geometry (ωB97M-V/def2-TZVPD).

Structure (ORCA input):
```
! wB97M-V def2-TZVPD RIJCOSX def2/J DEFGRID3
* xyz -1 1
Pt -0.219 -0.629 -0.563
C -1.828 2.877 2.078
As -1.498 1.414 0.720
C -3.301 0.688 0.851
C -1.878 2.399 -0.979
C -0.767 3.219 -1.664
C -1.411 4.386 -2.426
C 0.012 2.402 -2.698
As 0.912 0.715 -2.135
C 1.158 -0.030 -3.911
C 2.733 1.362 -1.798
C 0.164 3.762 -0.588
As 1.624 4.978 -1.135
C 0.697 6.716 -0.873
C 2.443 4.966 0.659
H -0.914 3.417 2.319
H -2.179 2.384 2.986
H -2.589 3.582 1.744
H -4.046 1.488 0.900
H -3.377 0.059 1.737
H -3.496 0.058 -0.015
H -2.725 3.061 -0.761
H -2.236 1.623 -1.665
H -2.145 4.019 -3.139
H -0.646 4.935 -2.979
H -1.910 5.076 -1.747
H 0.770 3.054 -3.157
H -0.680 2.107 -3.495
H 1.686 0.675 -4.560
H 0.190 -0.280 -4.346
H 1.736 -0.952 -3.823
H 3.051 2.024 -2.607
H 3.377 0.484 -1.765
H 2.800 1.895 -0.850
H 0.634 2.900 -0.090
H -0.439 4.284 0.162
H 0.118 7.004 -1.748
H 1.442 7.494 -0.699
H 0.033 6.680 -0.011
H 2.926 4.010 0.848
H 1.682 5.128 1.422
H 3.195 5.749 0.748
O -3.757 -5.679 0.491
C -3.316 -4.609 0.116
C -2.658 -4.338 -1.214
O -2.682 -5.067 -2.191
C -1.978 -3.032 -1.062
C -2.203 -2.553 0.283
O -1.535 -1.607 0.795
C -3.240 -3.349 0.930
O -3.933 -3.068 1.898
O -1.332 -2.381 -1.906
C 0.794 0.797 3.949
C 0.508 -0.625 3.554
C -0.472 -1.333 4.241
C -0.824 -2.606 3.834
C -0.202 -3.190 2.748
C 0.795 -2.503 2.049
N 1.405 -2.963 0.903
C 1.257 -4.105 0.147
C 0.982 -5.364 0.690
C 0.862 -6.474 -0.123
C 1.028 -6.365 -1.493
C 1.378 -5.143 -2.030
C 1.516 -4.011 -1.240
C 1.990 -2.753 -1.935
O 2.459 -2.843 -3.069
O 1.955 -1.639 -1.297
C 1.177 -1.213 2.487
C 2.235 -0.439 1.747
H 0.118 1.099 4.747
H 0.636 1.453 3.087
H 1.820 0.929 4.300
H -0.976 -0.861 5.073
H -1.624 -3.127 4.340
H -0.569 -4.139 2.387
H 1.768 -2.208 0.312
H 0.888 -5.477 1.759
H 0.658 -7.438 0.317
H 0.899 -7.224 -2.133
H 1.567 -5.038 -3.086
H 3.005 -1.089 1.341
H 2.721 0.279 2.398
H 1.778 0.110 0.911
*
```

Properties
Maximum force = 3.0 eV/A
HOMO energy (alpha / beta) = -4.04 / -4.04 eV
Frontier orbital gap (alpha / beta) = 4.69 / 4.69 eV
Lowest unoccupied orbital energy (alpha / beta) = 0.65 / 0.65 eV
Calculated total energy = -234398.1432 eV
Energy above the lowest of the compared OMol25 structures with the same formula, charge and spin = 2.940 eV